No. 1
12
Properties=species:S:1:pos:R:3 method="wB97M-V/def2-TZVPD" relative_energy_ev=9.398 fmax_ev_per_a=4.14 lumo_ev="0.07 / 0.07" homo_lumo_gap_ev="8.989 / 8.992" charge=0
C 0.214 1.855 2.243
C -0.575 -0.457 -0.742
C -0.018 -0.500 -2.132
N 0.893 0.884 2.187
O 1.546 -0.047 1.872
O -0.136 -1.254 0.115
O -0.720 -1.430 1.340
H -0.279 2.534 2.817
H -1.477 0.066 -0.535
H 0.867 0.147 -2.073
H -0.675 -0.259 -2.942
H 0.360 -1.540 -2.152

***

No. 2
12
Properties=species:S:1:pos:R:3 method="wB97M-V/def2-TZVPD" relative_energy_ev=5.055 fmax_ev_per_a=2.89 smiles="CO/N=C/C(=O)O" lumo_ev=0.67 homo_lumo_gap_ev=10.946 charge=0
C -2.407 -0.001 0.712
O -1.143 -0.627 0.564
N 0.140 0.338 0.822
C 0.729 0.008 -0.227
C 2.059 0.330 -0.776
O 2.290 1.271 -1.486
O 2.957 -0.613 -0.443
H -2.472 0.470 1.693
H -2.568 0.754 -0.064
H -3.169 -0.780 0.637
H -0.223 -0.757 -0.572
H 3.806 -0.393 -0.861

***

No. 3
12
Properties=species:S:1:pos:R:3 method="wB97M-V/def2-TZVPD" relative_energy_ev=3.244 fmax_ev_per_a=3.86 lumo_ev=0.59 homo_lumo_gap_ev=10.321 charge=0
N -1.102 -1.120 0.031
C -0.769 -0.243 1.013
O -1.171 -0.318 2.161
C 0.146 0.903 0.571
O 1.472 0.429 0.150
C 1.738 0.119 -1.089
O 0.665 0.198 -1.896
H -0.775 -0.994 -0.917
H -1.698 -1.902 0.262
H -0.308 1.484 -0.238
H 0.344 1.531 1.437
H 1.422 -0.088 -2.588

***

No. 4
12
Properties=species:S:1:pos:R:3 method="wB97M-V/def2-TZVPD" relative_energy_ev=0.797 fmax_ev_per_a=0.96 smiles="O=CCNC(=O)O" lumo_ev=0.57 homo_lumo_gap_ev=10.601 charge=0
O -0.823 2.406 -1.347
C -0.397 1.314 -1.087
C 0.196 0.998 0.273
N 0.909 -0.288 0.264
C 0.236 -1.456 0.460
O 0.733 -2.505 0.775
O -1.096 -1.298 0.209
H -0.425 0.499 -1.828
H 0.897 1.798 0.490
H -0.606 0.981 1.002
H 1.815 -0.253 0.701
H -1.440 -2.197 0.089

***

No. 5
12
Properties=species:S:1:pos:R:3 method="wB97M-V/def2-TZVPD" relative_energy_ev=2.849 fmax_ev_per_a=8.64 lumo_ev=-0.45 homo_lumo_gap_ev=10.043 charge=0
C -0.910 -0.182 0.762
C 0.612 0.173 0.585
C 1.120 0.427 -0.848
H -2.146 -1.310 2.115
H -0.620 -0.813 2.870
H 0.802 0.999 1.294
H 1.234 -0.743 1.012
H -0.442 -0.668 -1.042
N -1.432 -0.324 2.003
O -1.686 -0.390 -0.220
O 0.343 -0.388 -1.627
O 2.126 1.064 -1.061

***

No. 6
12
Properties=species:S:1:pos:R:3 method="wB97M-V/def2-TZVPD" relative_energy_ev=4.112 fmax_ev_per_a=4.95 smiles="C/C(=N/O)OC=O" lumo_ev=0.95 homo_lumo_gap_ev=10.832 charge=0
C 1.357 -0.857 -0.315
C -0.046 -0.484 -0.373
N -0.824 -1.118 0.476
O -1.990 -0.303 0.688
O -0.471 0.693 -0.998
C -0.390 1.656 -0.156
O -0.133 1.588 1.029
H 1.985 -0.038 0.070
H 1.617 -1.654 0.449
H 1.658 -1.262 -1.371
H -2.347 -0.729 1.430
H -0.416 2.505 -0.930

***

No. 7
12
Properties=species:S:1:pos:R:3 method="wB97M-V/def2-TZVPD" relative_energy_ev=5.639 fmax_ev_per_a=4.44 smiles="C=C(CO)[N+](=O)[O-]" lumo_ev=-0.51 homo_lumo_gap_ev=9.966 charge=0
C 0.058 -1.287 -0.884
C -0.258 -0.375 0.028
C 0.649 0.880 0.447
O 1.820 0.887 -0.286
N -1.576 -0.259 0.549
O -2.070 -1.413 0.620
O -2.156 0.778 0.749
H -0.361 -2.221 -1.123
H 1.121 -1.147 -1.130
H 0.068 1.811 0.379
H 0.910 0.626 1.431
H 1.794 1.719 -0.779

***

No. 8
13
Properties=species:S:1:pos:R:3 method="wB97M-V/def2-TZVPD" relative_energy_ev=1.541 fmax_ev_per_a=4.36 smiles="NC(C(=O)O)C(=O)O" lumo_ev=0.35 homo_lumo_gap_ev=9.956 charge=0
N -0.596 -1.329 -0.857
C 0.390 -0.425 -0.312
C -0.147 -0.089 1.107
O 0.434 0.677 1.832
O -1.282 -0.633 1.418
C 0.467 1.019 -0.951
O -0.161 1.214 -1.975
O 1.371 1.765 -0.310
H -1.412 -0.689 -0.827
H -0.429 -1.808 -1.886
H 1.348 -1.055 -0.132
H -1.650 -0.186 2.325
H 1.667 1.539 0.568